1.
75
Properties=species:S:1:pos:R:3 method="wB97M-V/def2-TZVPD" total_energy_ev=-64852.4995 max_force_ev_per_a=8.4 e_homo_ev=-9.46 homo_lumo_gap_ev=8.43 smiles="N[Si](CCCC(=O)O)(B(O)O)B(O)O.O=C1c2ccccc2C(=O)c2ccccc21.O=C1c2ccccc2C(=O)c2ccccc21"
Si 1.593 0.750 -0.547
O 7.855 0.800 0.540
O 1.249 -0.375 -3.360
O -4.269 1.034 -1.680
O -8.879 0.429 0.070
O 0.862 -1.986 -1.455
O -9.831 -3.574 -3.332
O 3.086 2.603 -2.438
O 9.901 -0.340 5.338
O -2.161 -0.130 -1.537
O 4.350 1.878 -0.372
N 2.193 -0.146 0.920
C -2.053 2.507 -1.894
C -9.594 -2.672 -2.539
C 9.430 -0.052 4.244
C 5.734 -0.393 4.906
C -6.532 0.184 -3.392
C -10.363 -2.558 -1.283
C -8.529 -1.688 -2.821
C 5.198 -0.044 3.666
C -7.754 -1.818 -3.980
C 7.969 -0.074 4.029
C -6.754 -0.885 -4.261
C -12.059 -3.425 0.213
C -10.094 -1.529 -0.382
C 7.117 -0.408 5.090
C 10.315 0.332 3.126
C -2.771 1.049 -1.675
C -8.294 -0.632 -1.942
C -9.076 -0.507 -0.696
C -11.773 -2.409 1.125
C 11.698 0.413 3.332
C 7.434 0.250 2.783
C 12.012 1.021 1.013
C 12.543 0.763 2.276
C -0.003 1.826 -0.164
C 9.783 0.610 1.868
C 8.323 0.568 1.648
C 10.633 0.946 0.806
C 6.046 0.271 2.603
C -0.446 2.548 -1.568
C -7.300 0.312 -2.233
C -10.797 -1.458 0.827
C -11.356 -3.502 -0.990
B 3.086 1.810 -1.185
B 1.225 -0.620 -1.897
H 5.068 1.751 -1.087
H -4.601 0.484 -0.886
H 12.670 1.286 0.188
H 4.120 -0.020 3.526
H -6.149 -0.990 -5.159
H 1.679 -2.442 -1.054
H -7.118 1.146 -1.557
H 10.225 1.154 -0.181
H -2.689 3.332 -1.341
H -10.583 -0.664 1.542
H -2.161 2.757 -3.056
H 13.617 0.831 2.439
H -12.312 -2.357 2.068
H 0.116 2.143 -2.527
H 7.528 -0.676 6.062
H -0.145 3.699 -1.469
H 0.376 2.666 0.587
H -12.826 -4.162 0.441
H 2.049 -1.167 0.737
H 5.621 0.538 1.637
H 1.609 0.190 1.729
H 2.572 3.462 -2.326
H -7.922 -2.647 -4.665
H -5.758 0.915 -3.614
H -11.580 -4.301 -1.694
H 12.122 0.210 4.314
H -0.848 1.214 0.366
H 1.297 0.619 -3.556
H 5.074 -0.648 5.732

---

2.
87
Properties=species:S:1:pos:R:3 method="wB97M-V/def2-TZVPD" total_energy_ev=-186540.4175 total_charge=+1 max_force_ev_per_a=0.6 e_homo_ev=-11.16 relative_energy_kj_mol=0.0 homo_lumo_gap_ev=6.96
I -4.577 -2.204 -0.058
I -2.497 -3.392 -1.179
Pd -0.375 -1.376 -0.002
Ge -0.641 2.249 -1.621
S -1.057 0.057 -1.567
P -0.347 -2.039 3.117
P 1.442 -2.418 -0.741
F -1.079 3.296 -4.651
F 4.307 1.556 -3.353
F 1.583 2.259 0.385
F 0.151 4.970 -2.757
F 0.081 5.302 3.592
F -5.820 2.434 -2.187
F -2.635 4.310 -0.068
F -3.338 3.728 -5.967
F -3.543 2.029 -0.838
F 2.395 5.819 -3.965
F -5.736 3.302 -4.762
F -2.238 5.613 2.221
F 4.491 4.113 -4.285
F 2.000 3.622 2.649
F 2.067 0.757 -2.139
O -0.384 -2.592 1.695
N -0.483 -0.399 3.220
N -1.584 -2.751 3.921
N 1.101 -2.342 3.841
C -3.467 2.476 -2.101
C 1.359 -4.111 -0.137
C 1.764 -2.868 -5.285
C -2.716 -3.390 3.259
C 0.875 -3.649 -4.558
C -2.224 2.716 -2.661
C -2.225 3.122 -3.985
C 0.579 0.352 2.527
C 0.866 3.794 1.978
C 1.152 4.101 -2.945
C 3.378 3.698 -3.711
C -1.303 4.790 1.769
C 2.590 -1.965 -4.634
C -0.116 4.642 2.467
C 2.518 -1.820 -3.257
C 1.587 -1.607 5.011
C 2.306 4.564 -3.551
C -4.616 3.110 -4.094
C 1.003 2.796 -2.509
C 0.807 -3.512 -3.183
C -1.813 -2.448 5.329
C 2.951 -1.678 -0.099
C -4.655 2.671 -2.780
C 2.104 1.988 -2.644
C 3.278 2.398 -3.244
C -0.543 3.224 0.073
C 0.630 3.112 0.801
C -1.495 4.087 0.588
C 1.617 -2.584 -2.522
C 1.568 -3.727 3.843
C -3.391 3.332 -4.702
C -1.804 0.165 2.922
H -2.452 -3.658 2.241
H 2.948 -1.769 0.989
H 2.207 -4.667 -0.543
H 1.138 -0.618 5.057
H 0.429 -4.588 -0.438
H -1.840 1.183 3.309
H 0.404 1.413 2.663
H 1.242 -4.247 2.948
H 3.824 -2.190 -0.508
H 3.178 -1.119 -2.775
H 1.559 0.101 2.930
H 1.359 -2.145 5.936
H -0.905 -2.074 5.799
H 1.183 -4.274 4.710
H 0.122 -4.144 -2.629
H -2.119 -3.355 5.851
H 1.391 -4.105 0.944
H 2.989 -0.621 -0.358
H 3.297 -1.369 -5.196
H 0.242 -4.368 -5.061
H 2.671 -1.499 4.941
H 0.566 0.085 1.451
H 2.658 -3.741 3.885
H -2.586 -0.416 3.408
H -2.598 -1.695 5.453
H -2.004 0.197 1.842
H -2.984 -4.294 3.809
H -3.588 -2.729 3.237
H 1.821 -2.977 -6.360

---

3.
100
Properties=species:S:1:pos:R:3 method="wB97M-V/def2-TZVPD" total_energy_ev=-162520.5288 total_charge=-1 spin_multiplicity=3 max_force_ev_per_a=1.2 e_homo_ev="-6.36 / -6.43" relative_energy_kj_mol=141.4 s2=2.012 homo_lumo_gap_ev="6.23 / 6.30"
Mo -0.049 -0.040 0.203
S -0.166 3.002 -4.597
S -0.502 -3.893 0.505
S 1.024 1.052 -2.835
S 2.160 -4.329 -0.683
P -1.939 -0.155 -3.622
P -1.805 -2.310 -1.811
F -0.246 3.372 -7.207
F 1.556 3.598 -2.189
F 2.894 2.193 -1.260
F 3.111 2.631 -3.353
F -0.352 1.292 -6.663
F -2.073 2.580 -6.373
O -1.926 2.817 -0.489
O 5.096 -1.917 -1.035
O -2.477 -1.106 1.731
O -2.486 0.945 -2.611
O -1.166 3.751 6.829
O 0.212 1.197 -1.559
O -0.435 -0.383 -3.371
O -2.684 -3.347 -1.261
O -2.437 -0.013 -4.991
O 1.958 -0.037 -2.896
O -0.549 -2.904 -2.592
O -1.367 3.213 -3.817
O 0.646 4.155 -4.848
O 1.921 0.381 0.466
O -0.916 5.131 5.217
O -1.198 -1.282 -0.799
O -6.086 1.777 0.780
O -2.595 -1.450 -2.887
N -2.113 0.772 0.534
N -0.930 4.008 5.669
N 0.630 1.719 -4.197
N -3.985 2.172 0.081
N 0.007 -0.479 2.400
N 0.128 1.919 1.280
N 1.243 -1.936 0.038
N 2.601 -1.686 -0.150
C -0.227 0.596 3.194
C -0.098 4.290 2.685
C 4.259 0.008 0.170
C 0.328 3.063 0.670
C 2.215 2.436 -2.389
C -0.112 -1.871 4.341
C -0.643 2.870 4.755
C -0.318 3.064 3.362
C -0.706 1.650 5.328
C 0.888 -5.544 -1.114
C 6.601 -0.262 -0.357
C -4.744 0.194 2.845
C -0.159 1.897 2.600
C -0.129 -5.593 0.008
C 0.097 -1.659 2.973
C 0.979 -3.199 -0.054
C 5.866 1.671 0.880
C -0.747 2.503 -6.315
C -5.196 -1.046 0.684
C 2.862 -0.456 0.141
C -2.938 -0.112 1.184
C -0.423 -0.807 5.137
C -5.305 -0.928 -0.831
C -4.439 0.133 1.334
C -2.611 1.943 0.002
C -0.460 0.474 4.563
C -3.993 1.302 3.574
C 0.247 4.278 1.367
C 6.881 0.928 0.282
C 5.292 -0.744 -0.411
C 4.568 1.208 0.810
C -4.929 1.418 0.712
H -0.941 1.566 6.378
H -4.358 -0.631 -1.281
H -2.911 1.185 3.464
H -0.193 5.222 3.212
H -6.055 -0.188 -1.117
H 0.420 -5.226 -2.044
H -4.658 -1.956 0.954
H -0.125 -2.132 -3.046
H -4.220 1.290 4.641
H 4.144 -2.148 -0.974
H -4.488 -0.781 3.262
H -4.263 2.289 3.190
H 0.426 5.197 0.827
H 3.755 1.779 1.239
H 0.543 3.025 -0.382
H -4.287 3.027 -0.363
H 7.904 1.285 0.314
H -1.068 -6.029 -0.331
H 6.087 2.606 1.378
H -2.237 1.846 -2.907
H -0.042 -2.876 4.730
H 7.378 -0.849 -0.829
H 0.322 -2.494 2.333
H -0.618 -0.927 6.196
H -5.820 0.337 2.949
H 0.246 -6.147 0.869
H -5.567 -1.888 -1.273
H 1.378 -6.507 -1.251
H -6.188 -1.093 1.138